{"formula": "C4H11N3", "method": "ωB97M-V with the def2-TZVPD basis set", "species": ["C", "C", "N", "N", "N", "C", "C", "H", "H", "H", "H", "H", "H", "H", "H", "H", "H", "H"], "xyz": [[-1.73245, -1.25596, -0.61168], [1.92098, 1.87727, 1.01278], [0.70795, 1.07317, 1.01095], [-3.06902, -1.09621, -0.85492], [0.94842, -1.54948, 0.25188], [-0.75542, -0.43804, -1.03583], [0.61763, -0.58114, -0.57812], [-0.08624, 1.58498, 1.39750], [-1.46568, -2.07003, 0.04935], [-3.33234, -0.47600, -1.60315], [-3.67434, -1.88664, -0.71878], [1.93796, -1.78224, 0.21873], [0.86141, 0.11061, 1.44769], [-0.96779, 0.36373, -1.73192], [1.35277, -0.11009, -1.24490], [1.76977, 2.77436, 0.41222], [2.72155, 1.28845, 0.56001], [2.24485, 2.17326, 2.01819]], "charge": 0, "e_above_lowest_kcal_mol": 62.5, "smiles": "[H]/N=C/C=C/N.CN", "homo_ha": -0.2864}

---

{"formula": "C32H34BN10O12", "method": "ωB97M-V with the def2-TZVPD basis set", "species": ["O", "C", "O", "B", "O", "C", "O", "O", "C", "O", "C", "O", "O", "C", "C", "N", "H", "H", "H", "C", "C", "N", "H", "H", "H", "C", "C", "N", "H", "H", "H", "C", "C", "N", "H", "H", "H", "C", "C", "N", "H", "H", "H", "C", "C", "N", "H", "H", "H", "C", "C", "N", "H", "H", "H", "C", "C", "N", "H", "H", "H", "C", "C", "C", "C", "C", "C", "N", "O", "O", "H", "H", "H", "H", "H", "C", "C", "C", "C", "C", "C", "N", "O", "O", "H", "H", "H", "H", "H"], "xyz": [[16.90995, -19.80169, 21.68205], [15.96115, -19.95595, 20.93596], [15.62021, -19.12291, 19.98338], [14.53012, -19.73401, 19.17583], [14.06787, -20.94571, 19.86810], [14.92842, -21.12540, 20.94503], [14.92946, -22.12380, 21.66991], [14.94570, -20.06939, 17.79206], [14.35769, -19.27612, 16.92737], [14.62335, -19.17388, 15.70344], [13.30905, -18.42556, 17.64636], [13.41037, -18.73220, 18.95521], [12.56682, -17.55953, 17.14633], [6.73606, -15.73310, 18.82946], [6.41906, -16.16490, 20.15599], [6.15574, -16.56795, 21.21642], [5.77160, -15.49467, 18.38103], [7.07969, -16.65481, 18.35992], [7.43104, -14.89982, 18.72583], [20.43601, -24.50492, 26.21630], [21.63416, -23.88662, 25.59750], [22.57253, -23.41731, 25.15574], [20.69556, -24.88524, 27.20428], [20.01102, -25.23438, 25.52683], [19.63774, -23.77715, 26.36196], [19.29247, -13.48538, 21.39804], [18.73196, -12.99693, 22.62253], [18.31587, -12.64010, 23.64999], [19.44005, -12.61064, 20.76467], [18.63511, -14.26734, 21.01789], [20.26472, -13.91383, 21.64148], [21.44487, -19.23062, 16.62015], [22.24201, -19.30632, 17.80410], [22.95142, -19.45631, 18.72612], [21.16965, -18.19265, 16.43313], [20.48753, -19.75051, 16.65674], [22.04717, -19.48959, 15.74936], [18.39515, -20.40263, 10.05201], [19.37665, -19.41524, 10.52028], [20.12548, -18.60938, 10.84388], [17.40514, -20.00556, 9.82772], [18.27513, -21.02036, 10.94201], [18.94196, -20.87921, 9.23840], [20.29643, -17.10090, 27.13320], [21.52774, -17.12268, 26.36963], [22.51510, -17.17730, 25.75610], [19.32267, -16.93751, 26.67145], [20.38510, -16.44705, 28.00080], [20.26368, -18.04425, 27.67828], [8.66329, -23.23135, 22.27863], [9.09741, -24.58622, 22.06103], [9.40228, -25.68791, 21.82952], [7.59747, -23.16059, 22.49570], [9.02457, -22.63626, 21.43991], [9.31313, -22.98877, 23.11944], [14.17770, -27.14697, 27.77084], [14.76836, -26.08994, 28.64606], [15.34243, -25.24687, 29.26099], [13.11313, -26.95538, 27.63640], [14.19981, -28.16771, 28.15255], [14.59070, -27.21767, 26.76458], [12.16398, -16.68724, 26.13825], [12.57491, -15.37801, 26.38219], [13.21016, -15.02019, 27.53035], [13.49164, -16.01835, 28.54671], [13.12871, -17.31774, 28.26373], [12.53150, -17.67992, 27.07200], [14.07561, -15.66118, 29.82443], [14.99918, -14.86111, 29.82950], [13.71172, -16.25217, 30.87032], [11.60939, -16.98643, 25.26115], [12.34621, -14.61770, 25.65006], [13.52487, -13.98777, 27.56865], [13.21166, -18.04330, 29.05941], [12.22956, -18.71675, 27.05694], [21.11755, -25.45955, 18.17086], [20.17312, -25.18063, 17.17589], [20.34693, -25.75107, 15.95093], [21.41735, -26.62055, 15.76246], [22.26864, -27.01116, 16.79094], [22.08998, -26.48553, 18.10639], [21.61966, -27.24456, 14.41348], [22.55509, -27.99676, 14.28147], [20.92406, -26.87489, 13.50199], [21.10487, -24.80314, 19.02840], [19.32524, -24.52823, 17.32369], [19.68841, -25.55372, 15.11797], [23.03879, -27.73846, 16.58042], [22.74729, -26.60181, 18.95540]], "charge": -1, "homo_ha": -0.2807}

---

{"formula": "C2H3Cl2N2P", "method": "ωB97M-V with the def2-TZVPD basis set", "species": ["C", "C", "N", "N", "P", "Cl", "Cl", "H", "H", "H"], "xyz": [[1.00479, 0.44478, 0.27449], [0.10092, -0.90006, 0.22718], [0.46346, 1.49252, -0.25052], [-1.12665, -0.75939, -0.28020], [-1.08523, 1.65931, -0.79589], [2.56117, 0.44465, 0.81841], [1.29078, -2.20285, -0.49262], [-0.10052, -1.22184, 1.20126], [-1.26877, -0.92651, -1.26806], [-1.83994, 1.96938, 0.56595]], "charge": 0, "e_above_lowest_kcal_mol": 84.2, "homo_ha": [-0.3447, -0.3447]}

---

{"formula": "C4H12NO2", "method": "ωB97M-V with the def2-TZVPD basis set", "species": ["C", "O", "C", "C", "C", "O", "N", "H", "H", "H", "H", "H", "H", "H", "H", "H", "H", "H", "H"], "xyz": [[1.34840, -0.37847, -0.10255], [2.19077, -0.62344, -1.22581], [0.00383, 0.11454, -0.61785], [-1.11003, -0.00169, 0.39929], [-0.78229, 0.63833, 1.73414], [-0.60556, 2.02450, 1.47049], [-0.29211, -0.74776, -1.81641], [1.23371, -1.30565, 0.47887], [1.78722, 0.33825, 0.59714], [3.01001, -0.98510, -0.89736], [0.16180, 1.12929, -0.98390], [-2.04212, 0.35918, -0.01879], [-1.23291, -1.05698, 0.70140], [-1.65458, 0.47909, 2.36918], [0.10809, 0.26435, 2.22795], [-1.08434, 2.62477, 2.03627], [-0.47799, -1.68838, -1.49746], [0.50689, -0.76153, -2.45768], [-1.06881, -0.42331, -2.39695]], "charge": 1, "e_above_lowest_kcal_mol": 30.1, "smiles": "[NH3+][C@H](CO)CCO", "homo_ha": -0.5212}

---

{"formula": "C19H28BErF4O2", "method": "ωB97M-V with the def2-TZVPD basis set", "species": ["O", "C", "C", "H", "H", "C", "H", "H", "C", "H", "H", "H", "C", "H", "H", "H", "Er", "C", "C", "C", "H", "C", "C", "H", "H", "H", "H", "C", "C", "C", "H", "C", "C", "H", "H", "H", "H", "O", "C", "C", "H", "H", "C", "H", "H", "C", "H", "H", "H", "H", "F", "B", "F", "F", "F"], "xyz": [[-5.09056, -5.90792, -1.69607], [-4.75584, -7.24887, -1.21314], [-5.73161, -7.96327, -2.15347], [-5.00920, -7.36973, -0.15360], [-3.70517, -7.48475, -1.41599], [-6.05285, -6.50926, -2.61065], [-6.54904, -8.47204, -1.64387], [-5.24590, -8.57639, -2.91172], [-7.47738, -6.08498, -2.30410], [-7.75525, -6.30932, -1.26685], [-8.18186, -6.60802, -2.96319], [-7.59603, -5.00974, -2.48511], [-5.68650, -6.22619, -4.05433], [-4.66465, -6.55660, -4.27854], [-5.77084, -5.15066, -4.25449], [-6.37245, -6.74625, -4.73350], [0.06027, 0.03512, 0.11366], [1.90411, 0.65797, -1.50521], [2.53270, -0.06864, -0.43837], [2.08757, -1.41525, -0.48250], [3.27664, 0.24798, 0.27948], [1.21260, -1.53983, -1.59699], [1.09754, -0.25928, -2.22225], [0.53055, -0.02160, -3.12791], [1.98875, 1.73039, -1.72044], [2.32606, -2.13812, 0.30545], [0.80717, -2.47615, -1.97155], [-0.65287, 2.49068, 0.34502], [-0.99311, 2.06506, -0.97460], [-2.02116, 1.09069, -0.86319], [-0.50438, 2.43765, -1.87396], [-2.29407, 0.87780, 0.53242], [-1.42727, 1.71595, 1.28160], [-1.26185, 1.72752, 2.36651], [-0.08596, 3.37820, 0.55386], [-2.56070, 0.66333, -1.71222], [-3.05629, 0.21120, 0.95285], [-1.23685, -1.86280, -0.00404], [-2.12125, -2.21704, -1.16944], [-2.22664, -3.73485, -1.14632], [-1.67129, -1.80598, -2.08648], [-3.08904, -1.72597, -1.00657], [-2.06033, -4.09061, 0.33690], [-1.37376, -4.14167, -1.70871], [-3.15692, -4.10832, -1.58620], [-1.03011, -3.08806, 0.84285], [-1.76239, -5.12832, 0.51308], [-3.01371, -3.89761, 0.84709], [-0.00590, -3.44589, 0.65936], [-1.13995, -2.79342, 1.89734], [1.36761, 1.22698, 1.28751], [2.44028, 2.88060, 1.29051], [3.59206, 2.22385, 1.42163], [2.23947, 3.48495, 0.09876], [1.72961, 3.41125, 2.26488]], "charge": 0, "e_above_lowest_kcal_mol": 50.2, "multiplicity": 4, "homo_ha": [-0.2988, -0.2986]}

---

{"formula": "C15H13EuF6N5O3S2Sb", "method": "ωB97M-V with the def2-TZVPD basis set", "species": ["Eu", "O", "N", "C", "C", "C", "C", "C", "S", "H", "H", "H", "H", "N", "C", "C", "C", "C", "C", "C", "S", "O", "O", "N", "C", "N", "C", "C", "C", "N", "H", "H", "H", "H", "H", "H", "H", "H", "H", "F", "Sb", "F", "F", "F", "F", "F"], "xyz": [[-0.36934, 0.94547, 0.69583], [0.40645, 0.47492, 3.11126], [1.57120, 0.82253, 3.58331], [1.62971, 1.36678, 4.82730], [2.81716, 1.77598, 5.37232], [3.99565, 1.63809, 4.64803], [3.93217, 1.08073, 3.39559], [2.71744, 0.65480, 2.84519], [2.60795, -0.09501, 1.33121], [0.66587, 1.47122, 5.29417], [2.80134, 2.21957, 6.35853], [4.94026, 1.97029, 5.05662], [4.81701, 0.94642, 2.78555], [-1.84964, -0.60539, -7.38063], [-1.38224, -0.53517, -6.07560], [-1.56270, 0.62586, -5.32776], [-1.09738, 0.70007, -4.02643], [-0.44281, -0.38810, -3.46760], [-0.25582, -1.54959, -4.20048], [-0.72314, -1.62074, -5.50213], [0.05688, -0.33408, -1.79174], [1.18919, -1.23066, -1.66625], [0.34471, 1.08076, -1.49078], [-1.24193, -0.75160, -1.01302], [-1.16602, -1.77369, -0.05951], [-2.00090, -2.81395, -0.11943], [-1.87295, -3.71275, 0.85081], [-0.93307, -3.63259, 1.86417], [-0.13235, -2.51171, 1.85192], [-0.26449, -1.59094, 0.91363], [-2.35195, 0.16031, -7.78327], [-1.75247, -1.44413, -7.91688], [-2.07371, 1.47455, -5.76951], [-1.24158, 1.59919, -3.43946], [0.25959, -2.38857, -3.75095], [-0.57723, -2.52561, -6.08256], [-2.56057, -4.55348, 0.81291], [-0.84847, -4.38714, 2.63225], [0.60716, -2.31594, 2.62031], [1.10716, 2.36227, 1.28558], [-1.35237, 3.05381, 2.70343], [-1.19372, 4.88410, 2.28751], [-3.06319, 3.30117, 3.46544], [-0.48561, 3.29359, 4.39093], [-2.03820, 0.35362, 1.83880], [-1.63306, 2.50472, 0.04142]], "charge": -1, "e_above_lowest_kcal_mol": 7.0, "multiplicity": 8, "homo_ha": [-0.2182, -0.2189]}

---

{"formula": "C4H12IN2", "method": "ωB97M-V with the def2-TZVPD basis set", "species": ["C", "C", "C", "C", "N", "N", "I", "H", "H", "H", "H", "H", "H", "H", "H", "H", "H", "H", "H"], "xyz": [[2.51336, -2.56368, 0.25135], [-1.53820, 1.74291, -0.81760], [-1.48966, 0.43892, -0.07518], [1.40829, -1.72739, -0.33936], [-1.27849, 2.77389, 0.16647], [-1.73457, 0.55526, 1.18550], [2.11142, 0.35108, -0.66733], [2.13829, -3.66745, 0.36136], [3.47292, -2.49948, -0.23312], [2.81329, -2.30134, 1.30925], [-2.60694, 1.82481, -1.31240], [-0.75974, 1.42490, -1.61569], [-1.21571, -0.40971, -0.54498], [0.64197, -1.63288, 0.41627], [-1.50499, 3.69805, -0.12929], [-0.28085, 2.81454, 0.18854], [-1.80411, 1.55665, 1.32336], [0.95998, -2.10638, -1.26896], [-1.84626, -0.27269, 1.80182]], "charge": 1, "e_above_lowest_kcal_mol": 33.3, "homo_ha": -0.4759}

---

{"formula": "C19H12CuN3S3", "method": "ωB97M-V with the def2-TZVPD basis set", "species": ["Cu", "C", "C", "N", "C", "C", "C", "C", "C", "C", "C", "N", "C", "C", "C", "C", "C", "C", "C", "C", "N", "C", "H", "H", "H", "H", "H", "H", "H", "H", "H", "H", "H", "H", "S", "C", "S", "S"], "xyz": [[0.11297, -0.22896, -0.17593], [-4.80710, -0.90704, -0.96324], [-3.50869, -1.46070, -1.02318], [-2.62877, -1.34755, -0.06868], [-2.95312, -0.63240, 1.03831], [-4.23679, -0.06637, 1.21452], [-5.16909, -0.22721, 0.16204], [-4.55062, 0.64246, 2.39940], [-3.58265, 0.78764, 3.35689], [-2.29564, 0.25400, 3.18834], [-1.92955, -0.44698, 2.04559], [-0.66658, -0.88025, 1.75519], [0.13410, -1.44081, 2.66125], [-0.18387, -1.86045, 3.96701], [0.77041, -2.44033, 4.80948], [2.07497, -2.64104, 4.43002], [2.44864, -2.28989, 3.10667], [3.75250, -2.48544, 2.59892], [4.03856, -2.15539, 1.30235], [3.00923, -1.64177, 0.49171], [1.79226, -1.45163, 0.93572], [1.49764, -1.73157, 2.22341], [-5.48411, -1.02385, -1.80028], [-3.19459, -2.00460, -1.90973], [-6.15605, 0.21336, 0.26101], [-5.53908, 1.07180, 2.51909], [-3.80204, 1.34660, 4.26111], [-1.54096, 0.43899, 3.94218], [-1.19573, -1.73038, 4.32614], [0.46220, -2.73160, 5.80999], [2.80933, -3.06558, 5.10474], [4.51575, -2.89695, 3.25220], [5.03188, -2.28619, 0.89085], [3.18898, -1.35781, -0.54006], [0.96367, 2.48826, -3.75428], [0.76550, 1.52569, -2.37942], [2.00800, 1.24254, -1.21060], [-0.75192, 0.72940, -2.03168]], "charge": -2, "e_above_lowest_kcal_mol": 0.6, "homo_ha": 0.0111}

---

{"formula": "C4H13NO2", "method": "ωB97M-V with the def2-TZVPD basis set", "species": ["C", "C", "C", "N", "C", "H", "H", "H", "H", "H", "H", "H", "H", "H", "H", "H", "O", "H", "H", "O"], "xyz": [[0.04156, 2.80609, -0.84744], [0.22024, 1.34603, -0.68269], [-0.04633, 0.78806, 0.47953], [-0.19167, -0.53807, 0.86725], [0.13852, -0.78701, 2.33231], [-0.94376, 3.16304, -0.36870], [0.87214, 3.39827, -0.18995], [0.08477, 3.00633, -1.96200], [0.53554, 0.75716, -1.53395], [-0.07226, 1.42934, 1.42128], [0.27668, -1.14409, 0.25797], [0.59228, 0.15276, 2.78792], [-0.67171, -1.12014, 3.04712], [0.78728, -1.71692, 2.31138], [-2.34650, -2.45462, -0.98233], [-1.10747, -1.76137, -0.20151], [-1.54248, -1.88930, -1.07377], [0.36031, -1.76668, -1.95470], [1.81273, -1.80708, -2.24152], [1.20014, -1.86179, -1.46619]], "charge": 0, "e_above_lowest_kcal_mol": 50.3, "smiles": "C/C=C/NC.O.O", "homo_ha": -0.2838}